[1]
The following is a DFT calculation (ωB97M-V/def2-TZVPD) of a molecular structure, C48H45BFMnN9O2 in a non-equilibrium geometry.

- HOMO energy (alpha / beta): 0.04 / -1.65 eV
- 2S+1: 6
- Net charge: -2

The geometry in XYZ format:
```
107
Properties=species:S:1:pos:R:3:forces:R:3
Mn 0.3826 0.6072 -0.8999 1.5 -0.5 -0.5
C 3.0525 -2.7908 2.6185 -0.1 0.1 0.0
C 2.1926 -2.5535 1.4227 0.0 -0.1 -0.1
C 2.0975 -3.3242 0.2877 -0.1 0.0 -0.1
C 1.1749 -2.6613 -0.5394 0.3 0.2 0.5
N 0.7722 -1.5306 0.0522 -0.4 -0.1 0.0
N 1.3813 -1.4903 1.2629 0.2 -0.1 0.1
B 0.9931 -0.5231 2.4065 -0.4 0.1 -0.4
N -0.4671 -0.7648 2.8429 0.1 0.3 0.1
N -1.5813 -0.8539 2.0064 -0.3 0.0 -0.6
C -2.6951 -1.1983 2.7643 -0.2 0.0 0.0
C -2.2186 -1.4235 4.0771 0.1 0.0 0.2
C -0.8756 -1.1582 4.0801 -0.2 0.0 0.0
C 0.0566 -1.2679 5.2382 0.0 0.0 0.0
C -4.0054 -1.2669 2.2343 0.3 0.1 0.0
C -5.1526 -1.2420 3.0717 -0.1 -0.1 0.1
C -6.4222 -1.1989 2.5376 0.0 -0.1 0.0
C -6.6258 -1.2099 1.1550 -0.1 0.0 -0.1
C -5.5074 -1.2781 0.3148 -0.1 0.0 0.0
C -4.2335 -1.3076 0.8308 0.1 0.1 0.0
N 1.3142 0.9513 2.0262 0.3 -0.1 0.2
N 0.7740 1.6201 0.9833 -0.1 -0.1 -0.3
C 1.1272 2.9000 1.1110 0.1 -0.1 0.3
C 1.9393 3.0517 2.2403 0.0 0.0 -0.1
C 2.0505 1.7894 2.7818 -0.1 0.2 0.1
C 2.8538 1.3801 3.9708 -0.1 -0.1 0.0
C 0.6664 4.0213 0.2745 0.0 0.2 -0.1
C -0.6906 4.3098 0.1521 0.0 0.0 0.1
C -1.1020 5.4604 -0.5014 0.0 0.1 0.0
C -0.1721 6.3279 -1.0567 0.0 0.0 0.0
C 1.1806 6.0428 -0.9429 0.0 0.1 0.0
C 1.5950 4.9090 -0.2643 0.0 -0.1 0.0
C 0.6851 -3.2244 -1.8002 -0.1 -0.1 -0.3
C 1.5666 -3.9232 -2.6262 0.0 0.1 0.1
C 1.1120 -4.5772 -3.7590 0.0 0.0 -0.1
C -0.2355 -4.5434 -4.0883 0.0 0.0 0.0
C -1.1189 -3.8484 -3.2736 -0.1 0.0 -0.1
C -0.6660 -3.1993 -2.1386 0.1 0.0 0.2
H 3.6921 -3.6519 2.4267 0.0 0.0 0.0
H 3.6811 -1.9205 2.8129 0.0 0.0 0.0
H 2.4591 -2.9875 3.5132 0.0 0.0 0.0
H 2.5919 -4.2613 0.0934 0.0 0.0 0.0
H 1.6572 -0.7761 3.3617 0.1 0.0 -0.1
H -2.7904 -1.7761 4.9199 0.0 0.0 0.0
H -0.5194 -1.5237 6.1267 0.0 0.0 0.0
H 0.8141 -2.0391 5.0774 0.0 0.0 0.0
H 0.5820 -0.3271 5.4159 0.0 0.0 0.0
H -5.0241 -1.2177 4.1484 0.0 0.0 0.0
H -7.2790 -1.1387 3.2017 0.0 0.0 0.0
H -7.6263 -1.1578 0.7428 0.0 0.0 0.0
H -5.6444 -1.3100 -0.7617 0.0 0.0 0.0
H -3.3804 -1.3681 0.1692 0.0 0.1 -0.1
H 2.3887 3.9676 2.5856 0.0 0.0 0.0
H 3.4357 2.2355 4.3105 0.0 0.0 0.0
H 2.2227 1.0313 4.7906 0.1 0.0 0.0
H 3.5451 0.5795 3.7069 0.0 0.0 0.0
H -1.4146 3.6281 0.5864 0.0 0.0 0.0
H -2.1592 5.6888 -0.5710 0.0 0.0 0.0
H -0.5005 7.2273 -1.5641 0.0 0.0 0.0
H 1.9160 6.7043 -1.3843 0.0 0.0 0.0
H 2.6525 4.7051 -0.1573 0.0 -0.1 0.0
H 2.6224 -3.9349 -2.3826 0.0 0.0 0.0
H 1.8121 -5.1138 -4.3889 0.0 0.0 0.0
H -0.5931 -5.0551 -4.9735 0.0 0.0 0.0
H -2.1716 -3.8132 -3.5248 0.0 0.0 0.0
H -1.3540 -2.6753 -1.4899 0.0 0.0 0.0
C -2.9356 2.9661 -2.0038 0.1 -0.1 0.1
C -1.5130 2.5123 -1.9897 0.4 -0.4 0.3
N -1.1312 1.6792 -1.0601 -1.6 0.5 -0.1
O -1.9145 1.3437 -0.0498 -0.4 -0.4 0.2
C -0.5180 2.9051 -2.9481 0.0 0.1 -0.5
C -0.8204 3.7590 -4.1462 0.1 -0.2 0.2
N 0.6831 2.4325 -2.7018 0.3 0.2 0.4
O 1.6667 2.7052 -3.4665 0.0 0.0 -0.1
H -3.5342 2.2034 -1.5027 0.0 0.0 0.0
H -3.2865 3.1122 -3.0246 0.0 0.1 0.0
H -3.0641 3.8989 -1.4482 0.0 0.0 -0.1
H -1.6962 -0.1361 1.2718 0.4 0.0 0.2
H -1.7250 3.4213 -4.6579 0.0 0.1 0.0
H 0.0283 3.6680 -4.8242 0.0 0.1 0.0
H -0.9403 4.8130 -3.8749 0.0 0.0 -0.1
C 2.8200 0.3935 -1.1974 -0.7 0.0 -0.4
C 3.8298 0.6278 -0.2504 0.1 0.0 0.2
C 4.5187 -0.4225 0.4295 -0.1 0.0 0.0
C 5.5174 -0.1782 1.3333 0.1 0.2 0.2
C 5.9138 1.1385 1.6456 -0.5 -0.1 -0.4
C 5.2602 2.1943 0.9734 0.2 -0.1 0.2
C 4.2697 1.9476 0.0666 -0.1 0.0 -0.1
C 6.9331 1.3897 2.5861 0.4 0.1 0.3
N 7.7725 1.5937 3.3572 -0.1 0.0 -0.1
H 2.7867 -0.6179 -1.5971 0.0 0.0 -0.1
H 2.6549 1.1973 -1.9179 0.1 -0.1 -0.1
H 4.2431 -1.4454 0.1996 0.0 0.0 0.0
H 6.0309 -1.0021 1.8184 0.0 0.0 0.0
H 5.5632 3.2120 1.1961 0.0 0.0 0.0
H 3.7934 2.7644 -0.4598 0.0 0.1 0.0
F -1.4144 -1.1764 -6.6330 0.0 -0.1 -0.1
C -1.0376 -0.8813 -5.3545 0.1 0.1 0.1
C -2.0082 -0.6497 -4.4041 0.0 -0.1 -0.1
C -1.6065 -0.3210 -3.1161 -0.1 0.1 0.4
C -0.2639 -0.2175 -2.7384 0.1 0.1 -0.1
C 0.6679 -0.4767 -3.7468 0.2 0.0 0.3
C 0.3027 -0.8024 -5.0469 -0.1 -0.1 -0.1
H -3.0569 -0.7137 -4.6701 0.0 0.0 0.0
H -2.3924 -0.1246 -2.3908 0.1 0.0 0.1
H 1.7285 -0.3936 -3.5339 0.0 0.1 0.0
H 1.0497 -0.9715 -5.8125 0.0 0.0 0.0
```
Positions in Å, forces in eV/Å.

=====

[2]
The following is a DFT calculation (ωB97M-V/def2-TZVPD) of a molecular structure, C48H45BrFN12O8SiW in a non-equilibrium geometry.

- ΔE to the lowest compared entry with this formula, charge and spin: 1.9675 eV
- HOMO energy: -10.20 eV
- 2S+1: 1
- Net charge: +1

The geometry in XYZ format:
```
117
Properties=species:S:1:pos:R:3:forces:R:3
W 1.0263 -0.4794 0.8343 -0.5 1.8 -2.9
F -2.4168 4.9499 2.1017 -0.2 0.0 -0.1
C -2.7887 4.0743 1.1398 0.2 -0.1 0.1
C -1.7957 3.3447 0.5624 0.1 -0.1 0.1
C -2.0926 2.3524 -0.3748 -0.1 0.1 0.0
C -1.1299 1.3175 -0.6684 0.0 -0.4 -0.2
O 0.0235 1.3331 -0.1644 0.1 0.0 0.6
C -1.5992 0.2467 -1.4777 0.3 -0.2 0.4
C -2.8341 0.3104 -2.0486 0.1 0.0 0.0
N -3.7102 1.3026 -1.8066 0.0 -0.1 -0.1
C -5.0285 1.2080 -2.3937 -0.2 0.0 0.1
C -5.1352 1.1210 -3.8845 0.0 -0.1 -0.1
C -5.5677 2.3672 -3.1777 0.0 0.1 0.0
C -3.4087 2.2549 -0.8470 0.2 0.1 0.2
C -4.4026 3.0452 -0.2687 -0.2 0.0 0.0
C -4.1460 3.8820 0.8088 0.0 -0.1 -0.2
N -5.2222 4.4838 1.4929 -0.1 0.3 0.1
C -4.9406 5.2898 2.6903 0.0 0.0 -0.1
C -6.2571 5.7578 3.3083 0.3 -0.1 0.2
N -7.2165 5.9863 2.1867 0.0 0.0 0.0
C -7.6381 4.6626 1.6151 0.0 -0.5 -0.2
C -6.4422 3.7051 1.6720 0.0 0.0 0.1
C -0.8931 -1.0758 -1.4964 -0.7 0.9 -0.6
O -1.0561 -1.8673 -2.3752 0.1 -0.3 0.2
O -0.1859 -1.2994 -0.3927 1.0 -0.3 0.8
H -0.7748 3.4789 0.8942 0.0 -0.1 0.1
H -3.1606 -0.4886 -2.7017 -0.1 0.0 0.0
H -5.7143 0.6156 -1.7985 0.0 0.0 0.0
H -5.8850 0.4617 -4.2965 0.0 0.0 0.1
H -4.2191 1.1662 -4.4574 0.0 0.0 0.0
H -6.6237 2.5853 -3.0972 0.0 -0.1 0.0
H -4.9397 3.2425 -3.2774 0.1 0.0 0.0
H -5.4074 2.9445 -0.6470 0.0 0.0 0.0
H -4.3524 6.1554 2.3920 0.0 0.0 0.1
H -4.3781 4.7407 3.4499 0.0 0.0 0.0
H -6.1087 6.6708 3.8796 -0.1 0.1 -0.1
H -6.6939 5.0100 3.9666 -0.1 0.0 0.0
H -6.7230 6.5092 1.4607 -0.1 0.0 0.0
H -8.0254 6.5315 2.4799 0.0 0.0 0.0
H -7.9693 4.8256 0.5917 0.0 0.1 0.0
H -8.4705 4.2786 2.2022 0.0 0.1 0.0
H -6.5513 2.9589 0.8951 0.0 0.0 0.0
H -6.4202 3.1582 2.6217 0.0 0.0 0.0
N -0.9572 1.5972 3.3939 0.1 0.3 0.0
C -1.6449 0.7023 2.6293 0.0 -0.4 -0.3
N -2.9592 0.6051 2.6083 0.1 0.4 0.2
N -3.2137 -0.3733 1.7227 0.0 -0.1 -0.1
N -2.1301 -0.8368 1.2306 -0.1 -0.2 0.0
N -1.0724 -0.1733 1.7807 0.2 -0.3 -0.3
C 0.4060 1.5642 3.4048 0.2 -0.5 -0.2
N 1.1807 2.0765 4.3302 -0.5 0.2 0.1
N 2.4253 1.7145 3.9781 0.2 -0.1 -0.2
N 2.4164 1.0366 2.9017 0.3 0.3 0.2
N 1.1240 0.9308 2.4565 0.6 -0.5 0.5
H -1.4263 2.0645 4.1507 0.0 -0.1 0.0
O 1.8450 -0.5569 -1.9301 0.3 -0.4 -0.6
C 2.6515 -1.7140 -2.2239 -0.2 0.1 0.2
C 2.7553 -2.4824 -0.8674 0.3 -0.2 -0.8
O 3.2552 -3.5605 -0.7679 0.0 0.2 0.1
O 2.2705 -1.8206 0.1840 -0.9 0.6 1.4
C 4.0492 -1.3127 -2.7143 0.1 0.0 0.1
C 5.0786 -2.2538 -2.7401 0.0 0.1 0.0
C 6.3096 -1.9373 -3.2899 0.0 0.0 0.0
C 6.5320 -0.6795 -3.8326 0.1 0.0 0.0
C 5.5145 0.2574 -3.8135 0.0 0.1 -0.1
C 4.2794 -0.0567 -3.2628 -0.1 0.0 0.1
C 2.0097 -2.6145 -3.2869 -0.1 -0.1 0.1
C 1.2441 -3.7194 -2.9350 0.0 0.0 -0.1
C 0.7239 -4.5517 -3.9127 -0.1 -0.1 0.1
C 0.9562 -4.2920 -5.2535 0.0 0.0 0.0
C 1.6915 -3.1728 -5.6127 0.0 0.0 0.0
C 2.2115 -2.3380 -4.6363 0.0 0.0 0.0
H 1.8762 0.0384 -2.6878 0.0 0.0 0.0
H 4.9118 -3.2388 -2.3329 0.0 -0.1 0.0
H 7.0923 -2.6843 -3.3086 0.0 0.0 0.0
H 7.4930 -0.4375 -4.2679 0.0 0.0 0.0
H 5.6764 1.2425 -4.2329 0.0 0.0 0.0
H 3.5119 0.7080 -3.2723 0.1 0.0 0.1
H 1.0611 -3.9479 -1.8948 0.0 -0.1 0.0
H 0.1463 -5.4191 -3.6187 0.0 0.0 0.0
H 0.5837 -4.9654 -6.0143 0.0 0.0 0.0
H 1.8863 -2.9584 -6.6556 0.0 0.0 0.0
H 2.7985 -1.4802 -4.9395 0.1 0.0 0.0
C -0.2210 -2.0841 4.1048 0.0 0.6 -0.6
Si 1.1870 -2.1337 2.8054 0.0 -1.7 2.2
C 2.7473 -2.0373 3.9036 0.0 0.5 -0.7
C 1.1270 -3.9196 2.1308 -0.2 0.6 -0.6
C 0.3181 -4.2313 1.0322 0.0 -0.1 0.2
C 0.3007 -5.5076 0.4939 0.0 0.0 -0.1
C 1.1006 -6.5020 1.0375 0.0 0.0 0.0
C 1.8960 -6.2163 2.1359 0.0 -0.1 0.0
C 1.9053 -4.9382 2.6742 0.1 0.2 0.2
H -0.0941 -2.9084 4.8072 0.2 -0.1 -0.1
H -1.2095 -2.1861 3.6516 0.0 0.0 0.0
H -0.2038 -1.1555 4.6833 0.0 0.0 0.0
H 2.6092 -2.6718 4.7797 -0.2 -0.1 -0.1
H 2.9299 -1.0236 4.2631 0.0 0.0 0.0
H 3.6456 -2.3684 3.3784 0.0 0.0 0.0
H -0.3183 -3.4698 0.5994 0.0 0.0 -0.1
H -0.3320 -5.7310 -0.3572 0.0 0.0 0.0
H 1.1016 -7.4934 0.6036 0.0 0.0 0.0
H 2.5149 -6.9906 2.5706 0.0 0.0 0.0
H 2.5377 -4.7276 3.5292 0.0 -0.1 0.0
Br 8.9922 -1.2138 1.0570 0.0 0.0 0.0
C 7.3076 -0.4125 0.7386 0.1 0.0 0.0
C 7.2067 0.5904 -0.2134 0.0 0.0 0.0
C 5.9672 1.1397 -0.4799 -0.1 0.0 0.0
C 4.8403 0.6809 0.1928 -0.3 -0.3 0.2
C 4.9669 -0.2983 1.1760 0.0 0.1 -0.1
C 6.2051 -0.8485 1.4548 0.0 0.0 0.0
C 3.5060 1.2185 -0.1997 0.8 0.5 -0.5
O 3.3544 2.0929 -1.0108 -0.2 -0.1 0.1
O 2.4693 0.6492 0.4190 -0.9 -0.8 0.8
H 8.0843 0.9257 -0.7475 0.0 0.0 0.0
H 5.8547 1.9204 -1.2185 0.0 0.0 0.0
H 4.0989 -0.6137 1.7329 0.0 0.0 0.0
H 6.3152 -1.6129 2.2111 0.0 0.0 0.0
```
Positions in Å, forces in eV/Å.